Record 1
{
  "formula": "C6H21NO5",
  "method": "ωB97M-V with the def2-TZVPD basis set",
  "elements": ["C", "O", "C", "C", "N", "C", "C", "O", "C", "H", "H", "H", "H", "H", "H", "H", "H", "H", "H", "H", "H", "H", "H", "H", "O", "H", "H", "O", "H", "H", "O", "H", "H"],
  "coordinates": [[-0.2141, -3.0227, -0.3281], [-0.5304, -3.2291, 1.0952], [-1.8604, -2.9845, 1.3695], [-2.0107, -1.7812, 2.2339], [-1.4195, -0.5752, 1.5694], [-2.2298, -0.0729, 0.5203], [-1.5720, 1.1195, -0.2567], [-0.3147, 0.7954, -0.8958], [-0.2905, 0.6759, -2.3723], [-1.0347, -2.9579, -1.0427], [0.3894, -3.8758, -0.6383], [0.4232, -2.1420, -0.4072], [-2.2419, -3.8897, 1.8419], [-2.5325, -3.0021, 0.5116], [-1.4181, -2.0157, 3.1182], [-3.0279, -1.5473, 2.5480], [-0.5976, -0.9864, 1.1505], [-3.3055, -0.0190, 0.6876], [-2.3413, -0.8487, -0.2372], [-1.4874, 1.9749, 0.4135], [-2.3562, 1.4169, -0.9529], [-1.0545, -0.0228, -2.7131], [0.6640, 0.1839, -2.5590], [-0.2047, 1.6378, -2.8777], [3.6908, 2.4468, 1.4736], [3.3363, 1.7335, 2.0044], [4.6131, 2.2209, 1.3532], [4.8189, 3.6266, -1.8232], [4.0383, 3.3323, -1.3539], [4.4792, 4.1440, -2.5534], [1.7277, 2.7837, -0.5789], [2.5454, 2.8796, -0.0907], [1.3181, 2.0013, -0.2097]],
  "lowdin_charge": [-0.0593, -0.1627, -0.3033, -0.1757, -0.0456, -0.2408, -0.1783, -0.2371, -0.0528, 0.0858, 0.0819, 0.0772, 0.1210, 0.1116, 0.1152, 0.1196, 0.0767, 0.1230, 0.0903, 0.1169, 0.1113, 0.0819, 0.0806, 0.0865, -0.0325, 0.0521, 0.0523, -0.0477, -0.0065, 0.0341, -0.0591, -0.0255, 0.0091],
  "smiles": "COCCNCCOC.O.O.O"
}

=====

Record 2
{
  "formula": "C3H6O4",
  "method": "ωB97M-V with the def2-TZVPD basis set",
  "elements": ["C", "O", "C", "O", "C", "O", "O", "H", "H", "H", "H", "H", "H"],
  "coordinates": [[-1.9304, 0.0306, 1.0833], [-0.8453, 0.4988, 0.2839], [0.0113, -0.4129, -0.1682], [-0.0451, -1.5929, 0.0468], [1.1598, 0.2513, -0.9585], [1.8803, -0.6853, -1.6513], [1.9933, 0.9128, -0.0277], [-2.7661, -0.2449, 0.4383], [-2.2139, 0.8522, 1.7366], [-1.6198, -0.8396, 1.6635], [0.7518, 0.9597, -1.6937], [2.0770, -1.4267, -1.0603], [1.5471, 1.6970, 0.3074]],
  "lowdin_charge": [-0.0316, -0.0244, -0.4354, 0.1356, -0.3921, 0.0499, 0.0325, 0.0996, 0.0938, 0.0945, 0.1645, 0.1127, 0.1003],
  "smiles": "COC(=O)C(O)O"
}

=====

Record 3
{
  "formula": "C35H45CrGe2N4O5",
  "method": "ωB97M-V with the def2-TZVPD basis set",
  "elements": ["Cr", "O", "C", "C", "C", "C", "C", "C", "C", "N", "N", "C", "O", "C", "C", "C", "C", "C", "C", "H", "H", "H", "H", "H", "H", "H", "H", "H", "H", "C", "C", "Ge", "C", "C", "C", "C", "Ge", "C", "C", "C", "C", "C", "C", "C", "C", "C", "C", "H", "H", "H", "H", "H", "H", "H", "H", "H", "H", "H", "H", "H", "H", "H", "H", "H", "H", "H", "H", "H", "H", "H", "H", "H", "H", "O", "N", "O", "O", "C", "C", "C", "C", "C", "N", "H", "H", "H", "H", "H", "H", "H", "H", "H"],
  "coordinates": [[0.2288, -0.6068, -0.2352], [-0.4202, -0.6287, -2.0475], [-1.3528, -1.3807, -2.5771], [-1.4320, -1.4649, -3.9815], [-2.3921, -2.2305, -4.6107], [-3.3300, -2.9485, -3.8650], [-3.2718, -2.8777, -2.4896], [-2.2984, -2.1221, -1.8203], [-2.3249, -2.1477, -0.3661], [-1.4197, -1.6538, 0.3802], [-1.5587, -1.7926, 1.7572], [-0.5236, -1.2530, 2.3380], [0.4739, -0.7116, 1.6866], [-0.4760, -1.2317, 3.8185], [0.5356, -0.5202, 4.4551], [0.5831, -0.4701, 5.8421], [-0.3817, -1.1273, 6.5942], [-1.4004, -1.8274, 5.9579], [-1.4500, -1.8803, 4.5743], [-0.7012, -0.9010, -4.5526], [-2.4182, -2.2735, -5.6940], [-4.0861, -3.5486, -4.3563], [-3.9870, -3.4325, -1.8885], [-3.1618, -2.6407, 0.1274], [1.2694, -0.0017, 3.8510], [1.3726, 0.0841, 6.3356], [-0.3422, -1.0907, 7.6770], [-2.1583, -2.3312, 6.5461], [-2.2379, -2.4158, 4.0607], [4.8512, 0.5707, 1.8100], [3.3369, 0.3793, 1.6737], [2.6469, 0.1997, -0.1746], [3.7827, -1.1802, -1.0816], [5.2334, -0.8006, -1.4033], [3.2864, 1.8472, -1.0267], [2.5195, 2.8434, -1.4788], [0.5700, 2.8857, -1.0349], [-0.6802, 2.7966, -2.5450], [-0.8548, 4.1210, -3.2999], [0.0517, 4.2656, 0.2779], [0.4131, 5.7362, 0.0424], [3.0511, 4.0185, -2.2348], [4.3941, 4.0729, -2.6252], [4.8848, 5.1439, -3.3519], [4.0502, 6.1946, -3.7166], [2.7181, 6.1599, -3.3412], [2.2333, 5.0810, -2.6134], [5.1182, 0.8154, 2.8417], [5.2268, 1.3786, 1.1744], [5.3891, -0.3417, 1.5444], [2.8022, 1.2280, 2.1109], [3.0176, -0.5070, 2.2245], [3.2660, -1.4262, -2.0153], [3.7527, -2.0812, -0.4601], [5.2819, 0.0913, -2.0339], [5.7344, -1.6078, -1.9470], [5.8155, -0.6023, -0.5027], [4.3686, 1.9364, -1.1474], [-1.6229, 2.4752, -2.1081], [-0.3372, 2.0029, -3.2040], [-1.1486, 4.9386, -2.6351], [-1.6479, 4.0054, -4.0422], [0.0493, 4.4210, -3.8293], [0.4774, 3.9321, 1.2238], [-1.0295, 4.1536, 0.3530], [1.4894, 5.8921, -0.0232], [0.0441, 6.3267, 0.8835], [-0.0442, 6.1405, -0.8622], [5.0646, 3.2654, -2.3588], [5.9297, 5.1588, -3.6380], [4.4356, 7.0266, -4.2931], [2.0514, 6.9708, -3.6121], [1.1901, 5.0700, -2.3365], [-2.6228, 1.3943, 0.8213], [-1.4388, 1.5673, 0.9894], [-0.9079, 2.0504, 1.9677], [-0.6351, 1.1953, -0.0519], [0.1874, -5.2391, -2.3565], [1.4771, -4.4127, -2.2337], [1.8902, -3.8665, -3.6108], [2.6138, -5.2301, -1.6071], [1.1996, -3.2551, -1.3689], [0.9843, -2.3597, -0.6988], [0.3646, -6.0675, -3.0440], [-0.6308, -4.6274, -2.7452], [-0.1131, -5.6435, -1.3882], [2.0526, -4.7096, -4.2845], [2.8123, -3.2874, -3.5436], [1.1049, -3.2309, -4.0235], [2.8666, -6.0547, -2.2754], [2.3136, -5.6411, -0.6418], [3.5015, -4.6119, -1.4604]],
  "lowdin_charge": [0.6281, -0.2058, -0.3422, -0.0272, -0.0904, -0.1079, -0.0585, -0.1407, -0.0465, -0.0788, 0.1077, -0.4180, -0.2087, -0.1402, -0.0135, -0.0766, -0.0923, -0.0840, -0.0277, 0.1143, 0.1019, 0.0964, 0.1109, 0.1354, 0.1011, 0.1013, 0.0994, 0.1001, 0.1065, -0.1759, -0.3759, 0.9030, -0.3809, -0.1718, -0.2360, -0.3011, 1.1738, -0.3055, -0.1564, -0.3154, -0.1520, -0.2237, -0.0323, -0.0767, -0.0891, -0.0695, -0.0849, 0.0630, 0.0583, 0.0520, 0.0580, 0.0469, 0.0351, 0.0507, 0.0535, 0.0617, 0.0451, 0.0435, 0.0689, 0.0650, 0.0652, 0.0761, 0.0551, 0.0627, 0.0680, 0.0701, 0.0762, 0.0565, 0.1009, 0.1042, 0.1020, 0.1086, 0.0414, 0.1099, -0.4689, 0.0808, -0.2884, -0.0198, -0.5573, -0.0190, -0.0272, -0.0491, 0.1641, 0.0940, 0.0831, 0.0958, 0.0948, 0.0846, 0.0857, 0.0939, 0.0943, 0.0863],
  "spin_multiplicity": 4
}

=====

Record 4
{
  "formula": "C17H25ClN2Os",
  "method": "ωB97M-V with the def2-TZVPD basis set",
  "elements": ["C", "C", "C", "C", "Cl", "H", "H", "H", "H", "H", "H", "H", "H", "H", "C", "C", "C", "H", "C", "C", "H", "H", "H", "H", "C", "C", "C", "H", "C", "C", "H", "H", "H", "H", "Os", "C", "N", "C", "C", "N", "H", "H", "H", "H", "H", "H"],
  "coordinates": [[0.2430, 0.8713, -5.4246], [1.6185, 1.3802, -5.4262], [0.0008, -0.5304, -5.7808], [-0.8782, 1.8160, -5.4625], [0.5038, 1.0815, -1.9012], [-0.0107, -0.6766, -6.8760], [-0.9674, -0.8735, -5.3968], [0.7819, -1.1830, -5.3728], [1.9519, 1.6505, -6.4446], [2.3139, 0.6260, -5.0383], [1.7083, 2.2718, -4.7945], [-1.0779, 2.1711, -6.4896], [-0.6727, 2.6943, -4.8389], [-1.7978, 1.3467, -5.0919], [1.7469, -1.0303, 1.8708], [0.8077, -1.9464, 1.2986], [0.9426, -1.8389, -0.1358], [0.2448, -2.6961, 1.8402], [1.9881, -0.8893, -0.4023], [2.4621, -0.3944, 0.8276], [3.2848, 0.3044, 0.9662], [1.9552, -0.9641, 2.9342], [0.4521, -2.4652, -0.8673], [2.3629, -0.6290, -1.3857], [-1.9817, 0.6706, 1.4870], [-1.8371, -0.6774, 1.9079], [-1.9213, -1.5039, 0.7494], [-1.7558, -1.0376, 2.9281], [-2.0856, -0.6588, -0.3787], [-2.1189, 0.6824, 0.0778], [-2.1784, 1.5626, -0.5487], [-1.9875, 1.5303, 2.1487], [-1.9138, -2.5871, 0.7372], [-2.1420, -0.9898, -1.4054], [-0.3070, -0.2439, 0.6105], [-1.1133, 0.8139, 5.8375], [0.0973, 0.4282, 5.1026], [1.0047, -0.5456, 5.7237], [0.2999, 0.8406, 3.8799], [0.5103, 1.2230, 2.7769], [-0.9579, 0.6060, 6.8971], [-2.0017, 0.2563, 5.4952], [-1.2933, 1.8912, 5.7131], [0.8720, -1.5540, 5.2911], [2.0443, -0.2237, 5.5648], [0.8023, -0.5799, 6.7964]],
  "lowdin_charge": [-0.2192, -0.0159, 0.0004, -0.0067, -0.0548, 0.1507, 0.1089, 0.1102, 0.1505, 0.1086, 0.1048, 0.1504, 0.1091, 0.1096, -0.1381, -0.2239, -0.2307, 0.1313, -0.1925, -0.0515, 0.1379, 0.1033, 0.1303, 0.0706, -0.1939, -0.2171, -0.1940, 0.1341, -0.2180, -0.2076, 0.1206, 0.1298, 0.1495, 0.1291, 1.5259, -0.0089, -0.1763, -0.0124, -0.2646, 0.1571, 0.0972, 0.0956, 0.1078, 0.0970, 0.1068, 0.0988],
  "charge": 2,
  "spin_multiplicity": 5
}

=====

For the records above, the corresponding E_tot values read -672.06404 -418.86927 -7154.11607 -1322.29564 hartree.
For the records above, the corresponding energy above the lowest of the compared OMol25 structures with the same formula, charge and spin values read 4.252 0.680 1.479 0.000 eV.